Formula: C13H30BFNO5
Source: the Open Molecules 2025 dataset
Level of theory: the ωB97M-V functional and the def2-TZVPD basis

- net charge = -1
- gap between HOMO and LUMO (eV) = 7.037
- E_HOMO (hartree) = -0.1696

Cartesian coordinates (Å):
1 H -0.290 2.586 -0.347
2 C 0.255 2.093 1.753
3 C 0.512 -1.598 -0.680
4 H -4.223 1.649 2.440
5 O 2.189 -4.740 -0.589
6 C 0.132 -4.912 0.705
7 O -1.009 2.110 2.461
8 H -3.299 3.280 2.321
9 H 0.750 -0.764 -1.342
10 H -2.214 -1.648 1.115
11 C -0.693 4.147 -4.323
12 H -0.571 3.988 0.925
13 C 3.381 -4.269 0.018
14 H 0.147 -2.428 -1.294
15 H 1.191 5.430 -2.874
16 C -3.472 2.265 1.830
17 O -0.459 -1.154 0.256
18 H -1.638 4.258 -2.307
19 C -0.750 -2.974 1.920
20 N 0.406 -3.833 1.658
21 H -1.679 -2.811 -0.074
22 H 3.164 -3.537 0.802
23 H 1.156 -6.470 -0.347
24 H 1.154 -3.255 1.293
25 H 2.004 -5.960 1.115
26 H -3.925 2.425 0.789
27 H 0.349 1.060 1.251
28 F 0.033 5.097 -5.087
29 H -0.435 -2.258 2.687
30 H -2.242 0.407 2.169
31 H -0.523 -5.650 1.178
32 H 1.167 2.284 2.411
33 O -1.498 3.409 -4.954
34 H 1.757 2.891 -1.698
35 C -0.618 3.970 -2.738
36 C 1.650 3.929 -1.183
37 C 0.147 3.174 0.535
38 H 0.150 5.680 -1.242
39 H 1.432 -1.879 -0.162
40 H -0.468 2.845 -2.542
41 O 1.395 3.826 0.251
42 C -2.060 1.458 1.725
43 C 1.425 -5.599 0.259
44 H 2.683 4.441 -1.282
45 H -0.368 -4.535 -0.194
46 H 3.968 -5.094 0.431
47 H -1.547 -3.578 2.367
48 H 3.980 -3.775 -0.752
49 B 0.586 4.883 -2.010
50 H -1.854 1.307 0.616
51 C -1.326 -2.171 0.742

Formula: C8H18N5O2
Source: the Open Molecules 2025 dataset
Level of theory: the ωB97M-V functional and the def2-TZVPD basis

- structure (SMILES) = [H]/N=C(C(/O)=N/[C@H](O)NCC(C)C)\[N+](C)=N\[H]
- net charge = +1
- ΔE to the lowest compared entry with this formula, charge and spin (kcal per mole) = 17.1
- gap between HOMO and LUMO (spin up / spin down) (eV) = 7.942 / 7.941
- E_HOMO (spin up / spin down) (hartree) = -0.4815 / -0.4815

Cartesian coordinates (Å):
1 H -1.985 0.021 -0.457
2 H -3.982 0.911 1.211
3 H -1.347 1.176 4.029
4 H -1.379 -1.542 1.788
5 N 3.142 -0.241 -1.814
6 N 2.846 -1.146 -1.007
7 O 0.324 1.541 -0.399
8 H -3.463 1.925 2.438
9 H 3.558 -1.400 -3.449
10 C -2.041 -0.926 1.282
11 H -0.592 -0.240 3.222
12 C -3.074 1.267 1.681
13 C -0.430 -1.353 -0.461
14 N 2.720 2.116 -1.451
15 H -1.348 -1.797 -2.196
16 O -1.026 -2.238 -1.384
17 H -2.966 -1.508 1.033
18 H 0.029 -2.062 0.297
19 C 2.420 0.923 -1.437
20 H -3.101 -0.381 3.022
21 H 3.337 0.396 -3.769
22 N 0.717 -0.657 -1.059
23 H 3.638 2.482 -1.611
24 H -0.847 1.415 2.352
25 H 3.129 -2.030 -1.321
26 C -2.382 0.168 2.378
27 C -1.145 0.696 3.066
28 C 1.010 0.584 -0.875
29 C 3.716 -0.427 -3.153
30 N -1.298 -0.407 0.180
31 H -2.337 1.843 1.013
32 H -0.591 1.092 -0.114
33 H 4.750 -0.201 -3.041

Formula: C3H8F3GaNOPb
Source: the Open Molecules 2025 dataset
Level of theory: the ωB97M-V functional and the def2-TZVPD basis

- net charge = +1
- gap between HOMO and LUMO (eV) = 4.598
- E_HOMO (hartree) = -0.4499

Cartesian coordinates (Å):
1 H -0.364 1.941 -0.885
2 F 0.545 -0.258 -2.411
3 H -2.746 1.738 0.273
4 F 2.041 -1.643 -1.661
5 Pb 2.654 0.208 1.648
6 F 0.060 -2.365 -2.188
7 H -0.601 2.393 2.519
8 O 1.000 0.110 0.315
9 C 0.721 -1.342 -1.658
10 H 1.031 0.824 -0.376
11 H 0.598 -1.958 0.345
12 H -1.444 -1.229 0.943
13 N -0.285 1.597 1.987
14 Ga -1.246 1.277 0.309
15 C 0.278 -1.097 -0.232
16 H -1.812 -1.112 -0.760
17 C -1.136 -0.777 0.011
18 H 0.706 1.692 1.821

Formula: CHBrO
Source: the Open Molecules 2025 dataset
Level of theory: the ωB97M-V functional and the def2-TZVPD basis

- ΔE to the lowest compared entry with this formula, charge and spin (kcal per mole) = 150.6
- gap between HOMO and LUMO (eV) = 7.917
- E_HOMO (hartree) = -0.3425

Cartesian coordinates (Å):
1 Br -1.005 -0.276 0.062
2 O 0.933 -0.945 -0.084
3 C -1.401 1.375 -0.041
4 H 1.473 -0.154 0.063

Formula: C5H9NO
Source: the Open Molecules 2025 dataset
Level of theory: the ωB97M-V functional and the def2-TZVPD basis

- ΔE to the lowest compared entry with this formula, charge and spin (kcal per mole) = 85.6
- gap between HOMO and LUMO (eV) = 10.207
- E_HOMO (hartree) = -0.3403

Cartesian coordinates (Å):
1 H 1.786 -1.406 0.073
2 O -2.049 -0.001 0.743
3 C 1.229 -0.922 -0.738
4 H 0.045 1.793 1.082
5 C 0.826 1.195 0.599
6 C 0.189 0.021 -0.147
7 H -2.811 0.646 -0.680
8 H 1.395 1.834 -0.086
9 H 1.942 -0.378 -1.367
10 C -1.802 0.739 -0.997
11 H -1.024 -1.736 0.310
12 C -0.885 -0.715 0.716
13 H 0.754 -1.703 -1.343
14 H 1.510 0.818 1.369
15 H -0.474 -0.806 1.729
16 N -0.631 0.620 -1.262

Formula: C3H3ClN2OS
Source: the Open Molecules 2025 dataset
Level of theory: the ωB97M-V functional and the def2-TZVPD basis

- structure (SMILES) = On1[nH]c(Cl)cc1=S
- ΔE to the lowest compared entry with this formula, charge and spin (kcal per mole) = 51.4
- gap between HOMO and LUMO (eV) = 8.657
- E_HOMO (hartree) = -0.3133

Cartesian coordinates (Å):
1 C 0.981 -0.434 0.138
2 C -0.316 -1.120 0.072
3 C -1.250 -0.142 -0.012
4 H -0.362 -2.189 -0.048
5 H -1.113 1.809 0.529
6 H 2.318 1.378 -0.422
7 N 0.672 0.921 0.269
8 O 1.510 1.871 -0.134
9 S 2.543 -0.948 -0.048
10 N -0.667 1.105 -0.049
11 Cl -2.949 -0.283 -0.057